DFT (ωB97M-V/def2-TZVPD) results for a structure of composition C38H47N2O8PPbS2Se2.

Geometry as ORCA input:
```
! wB97M-V def2-TZVPD RIJCOSX def2/J DEFGRID3
* xyz 0 1
Pb 0.0515 0.4081 -0.1466
C -4.8689 -0.5647 -0.0233
Se -3.0853 -0.6777 -0.7968
C -3.3720 0.4759 -2.3433
C -2.5024 0.0486 -3.5054
Se -0.5860 0.0263 -3.0950
C -0.2261 1.8902 -3.5050
H -5.1388 0.4565 0.2177
H -4.8469 -1.1391 0.9000
H -5.5807 -1.0006 -0.7184
H -3.1589 1.5046 -2.0516
H -4.4284 0.4103 -2.6043
H -2.6175 0.7295 -4.3496
H -2.7438 -0.9587 -3.8395
H -0.4397 2.0601 -4.5565
H 0.8310 2.0452 -3.3048
H -0.8303 2.5461 -2.8817
C 0.3092 -1.9008 0.1913
C 0.1017 -3.0385 0.6094
C -0.2647 -4.1528 1.3278
C -1.3717 -4.9788 0.9174
C -1.5095 -6.2971 1.3852
C -2.6030 -7.0499 1.0084
C -3.5754 -6.4952 0.1814
C -3.4441 -5.1966 -0.2975
C -2.3410 -4.4461 0.0533
C 0.4676 -4.3930 2.5679
C 1.8314 -4.0891 2.6299
C 2.5242 -4.2646 3.8127
C 1.8515 -4.6913 4.9525
C 0.4875 -4.9569 4.9095
C -0.2052 -4.8254 3.7189
H -0.7386 -6.7331 2.0058
H -2.7035 -8.0688 1.3563
H -4.4421 -7.0824 -0.0932
H -4.2034 -4.7698 -0.9386
H -2.2377 -3.4273 -0.2980
H 2.3480 -3.7508 1.7428
H 3.5874 -4.0656 3.8403
H 2.3924 -4.8145 5.8819
H -0.0364 -5.2649 5.8042
H -1.2718 -5.0064 3.6856
C -0.5143 -3.9911 -3.5722
C 0.7769 -3.7809 -2.8323
C 1.5332 -2.6331 -3.0434
C 2.7220 -2.4224 -2.3622
C 3.1552 -3.3676 -1.4434
C 2.4124 -4.5174 -1.2080
C 1.2339 -4.7201 -1.9092
S 4.6942 -3.1482 -0.5881
O 4.5446 -3.8075 0.6836
O 5.7629 -3.4817 -1.4769
N 4.8044 -1.5597 -0.2886
C 3.8216 -0.9428 0.5984
C 3.6691 0.5197 0.2032
C 3.1682 0.5834 -1.2342
O 3.9880 0.4907 -2.1364
O 1.8869 0.6198 -1.4378
H -0.5236 -3.4408 -4.5123
H -1.3584 -3.6376 -2.9761
H -0.6810 -5.0464 -3.7877
H 1.1941 -1.8884 -3.7537
H 3.2978 -1.5245 -2.5580
H 2.7702 -5.2481 -0.4942
H 0.6656 -5.6303 -1.7492
H 5.0169 -1.0113 -1.1193
H 4.1549 -1.0304 1.6329
H 2.8569 -1.4595 0.5241
H 4.6443 1.0072 0.2418
H 2.9968 1.0182 0.9024
C 2.1085 2.7656 3.9035
P 1.3295 1.1559 3.7435
C -0.0169 1.1186 4.9306
C 2.5375 -0.0503 4.3064
O 0.8721 0.8987 2.3316
H 2.4600 2.9350 4.9212
H 1.3851 3.5367 3.6380
H 2.9516 2.8236 3.2145
H 0.3083 1.5225 5.8897
H -0.3676 0.0958 5.0673
H -0.8501 1.7113 4.5497
H 2.7392 0.0746 5.3709
H 3.4663 0.0701 3.7494
H 2.1457 -1.0531 4.1270
N -1.4451 -1.0633 2.6806
C -2.7625 -0.6853 2.9586
C -3.1862 0.5973 2.6099
C -4.5226 0.9410 2.7151
C -5.4560 0.0054 3.1419
C -5.0252 -1.2422 3.5632
C -3.6805 -1.5856 3.4889
S -7.1990 0.3456 2.9056
O -7.8825 -0.5695 3.8006
O -7.3627 0.0309 1.4861
O -7.3453 1.7568 3.2139
H -1.0634 -1.8530 3.1754
H -0.7962 -0.3034 2.5427
H -2.4611 1.3091 2.2233
H -4.8739 1.9247 2.4275
H -5.7646 -1.9456 3.9253
H -3.3459 -2.5729 3.7958
*
```

E_HOMO	-7.38	eV

Here are the Mulliken charges for atoms 1 to 6, given in e:
1 Pb 1.16
2 C -1.14
3 Se 0.03
4 C -0.79
5 C -0.94
6 Se 0.22

---

DFT (ωB97M-V/def2-TZVPD) results for a structure of composition C38H47N3O6S3TeTi.

Geometry as ORCA input:
```
! wB97M-V def2-TZVPD RIJCOSX def2/J DEFGRID3
* xyz 0 1
Ti -0.0246 2.5201 -0.7794
C 1.6042 3.5638 2.6526
C 1.0811 2.3278 3.3833
S 0.3042 1.1382 2.2625
C -1.4398 1.1914 2.7803
C -2.4360 1.3400 1.6369
S -2.3178 2.7739 0.5415
C -2.3262 4.2290 1.6104
C -1.0821 4.4919 2.4640
S 0.4467 4.3471 1.5040
H 2.4315 3.2812 1.9983
H 1.9768 4.2999 3.3655
H 0.3932 2.5912 4.1861
H 1.9322 1.8363 3.8577
H -1.5757 1.9700 3.5275
H -1.6675 0.2414 3.2671
H -3.4505 1.3133 2.0391
H -2.3275 0.5096 0.9356
H -3.2086 4.1917 2.2514
H -2.4830 5.0495 0.9075
H -1.0350 3.7990 3.2961
H -1.1574 5.4952 2.8853
O -1.4308 6.2027 -5.3976
C -1.0600 7.0018 -4.4157
O -0.9923 8.1999 -4.5375
C -0.7823 6.3737 -3.0906
C -0.4391 7.1082 -1.9770
N -0.2782 6.2401 -0.9661
N -0.4814 4.9720 -1.3483
C -0.7851 5.0392 -2.6338
C -0.9542 3.7370 -3.3457
O -1.2475 3.7261 -4.5353
O -0.7321 2.6998 -2.6247
H -1.4606 5.2460 -5.1099
H -0.3036 8.1705 -1.8659
H 0.0665 6.4161 -0.0352
C -2.7758 -8.4380 1.4544
C -2.3026 -7.0111 1.5044
C -1.6886 -6.4968 2.6368
C -1.2416 -5.1804 2.7017
C -0.6001 -4.7119 3.9787
C -1.4053 -4.3552 1.5782
Te -0.7703 -2.3309 1.6448
N -0.2595 0.8118 -0.7544
C 0.2881 -0.2933 -1.3217
O 1.4240 -0.6864 -1.0779
C -0.5756 -1.0302 -2.3076
C -1.9032 -0.6791 -2.5212
C -2.6765 -1.3940 -3.4243
C -2.1220 -2.4561 -4.1249
C -0.7907 -2.8001 -3.9258
C -0.0204 -2.0887 -3.0205
C 1.2660 -2.6642 2.0803
C 1.7770 -2.1173 3.2534
C 3.1173 -2.2637 3.5759
C 3.9476 -2.9735 2.7212
C 3.4363 -3.5197 1.5549
C 2.0950 -3.3718 1.2030
C 1.5880 -3.9560 -0.0834
C -2.0296 -4.8489 0.4237
C -2.2852 -4.0224 -0.8088
C -2.4674 -6.1703 0.4145
H -2.6297 -8.9357 2.4124
H -2.2316 -9.0029 0.6953
H -3.8360 -8.4921 1.2023
H -1.5563 -7.1351 3.5040
H -0.7592 -5.4426 4.7711
H -1.0090 -3.7515 4.2988
H 0.4749 -4.5716 3.8583
H -2.3162 0.1633 -1.9825
H -3.7098 -1.1162 -3.5897
H -2.7247 -3.0107 -4.8332
H -0.3540 -3.6221 -4.4789
H 1.0193 -2.3367 -2.8506
H 1.1147 -1.5809 3.9220
H 3.5050 -1.8356 4.4919
H 4.9952 -3.1039 2.9617
H 4.0912 -4.0673 0.8875
H 2.4084 -4.3749 -0.6656
H 1.1016 -3.1824 -0.6803
H 0.8567 -4.7468 0.0985
H -1.5628 -3.2186 -0.9355
H -3.2781 -3.5661 -0.7675
H -2.2538 -4.6481 -1.7005
H -2.9473 -6.5491 -0.4825
C 4.0007 2.2785 -0.7382
C 2.9484 2.8249 -1.6922
C 2.8199 1.9279 -2.9176
C 3.2442 4.2653 -2.0907
O 1.7064 2.8204 -1.0039
H 4.9763 2.2342 -1.2257
H 3.7176 1.2740 -0.4204
H 4.0891 2.9212 0.1415
H 3.7575 1.9176 -3.4774
H 2.0286 2.2900 -3.5762
H 2.5832 0.9091 -2.6096
H 4.1966 4.3337 -2.6188
H 3.2928 4.9023 -1.2046
H 2.4581 4.6418 -2.7488
*
```

E_HOMO	-7.59	eV

Here are the Mulliken charges for atoms 1 to 6, given in e:
1 Ti -0.12
2 C -0.13
3 C -1.51
4 S 0.42
5 C -1.20
6 C -0.17

---

HOMO-LUMO gap values, unit eV, following the record order: 4.13; 7.30.